# 1
Computed, not measured: C42H34CsN3O6P2STe as an isolated structure, with ωB97M-V/def2-TZVPD.

## Properties
- E_LUMO: 3.432 eV
- Total charge: -2
- E_HOMO: -1.626 eV
- Energy above the lowest of the compared OMol25 structures with the same formula, charge and spin: 14.5 kJ/mol

Each line ends with the Löwdin charge.
Atoms and positions in Å:
Cs: 2.08 -0.01 -2.05  1.29
O: 4.41 2.79 -5.38  0.02
C: 3.55 2.36 -4.61  -0.47
N: 3.62 2.36 -3.27  0.08
C: 4.51 1.86 -2.42  -0.62
O: 5.32 0.94 -2.59  -0.04
C: 4.25 2.29 -0.95  -0.26
C: 4.93 1.64 0.08  -0.03
C: 4.64 1.97 1.39  -0.08
C: 3.68 2.93 1.64  -0.08
C: 3.05 3.52 0.55  -0.15
N: 3.32 3.22 -0.71  0.12
C: 2.20 1.91 -5.22  -0.20
C: 2.17 1.63 -6.59  -0.02
C: 0.99 1.17 -7.14  -0.08
C: -0.12 1.01 -6.33  -0.07
C: -0.01 1.33 -4.99  -0.14
N: 1.12 1.77 -4.46  0.05
H: 5.65 0.88 -0.19  0.11
H: 5.15 1.47 2.20  0.10
H: 3.39 3.21 2.64  0.09
H: 2.28 4.28 0.71  0.10
H: 3.07 1.77 -7.16  0.11
H: 0.94 0.93 -8.20  0.10
H: -1.06 0.64 -6.73  0.09
H: -0.84 1.23 -4.30  0.11
O: -0.55 0.38 -1.16  -0.48
P: -1.07 -0.49 -0.09  0.70
C: -0.05 -2.00 0.12  -0.30
P: 1.45 -1.89 1.16  0.70
O: 2.38 -0.78 0.84  -0.42
C: 0.97 -1.80 2.90  -0.29
C: 1.53 -0.78 3.67  -0.06
C: 1.28 -0.72 5.03  -0.08
C: 0.49 -1.69 5.64  -0.09
C: -0.06 -2.71 4.88  -0.09
C: 0.18 -2.77 3.51  -0.10
C: 2.21 -3.53 0.97  -0.25
C: 2.81 -4.19 2.05  -0.09
C: 3.43 -5.41 1.85  -0.10
C: 3.45 -5.99 0.59  -0.09
C: 2.86 -5.34 -0.48  -0.06
C: 2.24 -4.11 -0.29  -0.05
C: -1.23 0.33 1.50  -0.29
C: -0.77 1.64 1.64  -0.08
C: -0.93 2.29 2.85  -0.13
C: -1.53 1.64 3.92  -0.10
C: -2.02 0.35 3.77  -0.09
C: -1.88 -0.30 2.56  -0.10
C: -2.73 -1.10 -0.48  -0.26
C: -2.90 -2.26 -1.24  -0.07
C: -4.17 -2.67 -1.61  -0.09
C: -5.28 -1.93 -1.22  -0.10
C: -5.11 -0.77 -0.48  -0.07
C: -3.84 -0.35 -0.11  -0.07
H: 0.29 -2.32 -0.88  0.03
H: -0.68 -2.79 0.55  0.08
H: 2.14 -0.04 3.17  0.11
H: 1.71 0.08 5.62  0.10
H: 0.30 -1.64 6.70  0.10
H: -0.68 -3.46 5.35  0.10
H: -0.24 -3.58 2.93  0.11
H: 2.79 -3.75 3.04  0.10
H: 3.89 -5.91 2.69  0.09
H: 3.93 -6.95 0.44  0.09
H: 2.84 -5.77 -1.48  0.10
H: 1.79 -3.64 -1.16  0.07
H: -0.36 2.14 0.77  0.11
H: -0.63 3.33 2.95  0.10
H: -1.66 2.17 4.85  0.10
H: -2.52 -0.14 4.59  0.10
H: -2.29 -1.30 2.44  0.11
H: -2.03 -2.82 -1.57  0.11
H: -4.29 -3.57 -2.20  0.10
H: -6.27 -2.25 -1.51  0.09
H: -5.96 -0.16 -0.19  0.10
H: -3.75 0.58 0.45  0.03
O: 1.16 -4.72 -3.38  -0.10
C: 1.17 -3.51 -3.66  -0.62
O: 1.04 -2.53 -2.88  -0.30
H: 1.33 -3.24 -4.74  0.11
Te: -4.08 3.46 1.50  0.45
C: -5.44 5.00 1.06  -1.14
C: -6.18 5.79 1.91  -0.31
C: -6.99 6.75 1.24  -0.26
C: -6.86 6.70 -0.11  -0.48
S: -5.75 5.47 -0.57  0.84
H: -6.14 5.67 2.98  0.08
H: -7.63 7.46 1.75  0.08
H: -7.37 7.33 -0.83  0.04

***

# 2
Computed, not measured: C42H35AsF6N9O2S2W as an isolated structure, with ωB97M-V/def2-TZVPD.

## Properties
- Multiplicity: 4
- E_LUMO (spin up / spin down): -6.337 / -8.753 eV
- <S²>: 3.806
- Total charge: +2
- E_HOMO (spin up / spin down): -12.184 / -13.507 eV
- Energy above the lowest of the compared OMol25 structures with the same formula, charge and spin: 27.0 kJ/mol

Each line ends with the Löwdin charge.
Atoms and positions in Å:
W: 0.25 1.07 0.87  1.56
C: -0.97 -3.20 1.62  0.03
C: -2.29 -3.19 2.01  0.00
C: -2.85 -1.96 2.30  0.08
C: -2.08 -0.77 2.20  -0.31
N: -0.82 -0.79 1.64  -0.05
C: -0.29 -1.98 1.42  -0.15
N: -2.62 0.29 2.77  0.25
C: -1.93 1.41 3.05  -0.23
N: -0.70 1.76 2.67  0.01
C: -0.50 3.10 3.15  -0.23
N: 0.47 3.89 2.95  0.23
C: 1.68 3.57 2.35  -0.28
C: 2.72 4.46 2.59  0.04
C: 3.99 4.16 2.16  0.00
C: 4.20 2.95 1.51  -0.01
C: 3.12 2.14 1.27  -0.13
N: 1.87 2.44 1.65  -0.01
C: -1.68 3.49 3.92  -0.09
C: -1.97 4.64 4.62  0.03
C: -3.21 4.68 5.27  -0.02
C: -4.10 3.61 5.21  -0.03
C: -3.80 2.46 4.50  0.03
C: -2.57 2.43 3.86  -0.10
H: -0.42 -4.12 1.44  0.13
H: -2.86 -4.10 2.12  0.13
H: -3.86 -1.85 2.68  0.14
H: 0.73 -2.00 1.08  0.04
H: 2.50 5.36 3.14  0.13
H: 4.82 4.83 2.36  0.13
H: 5.18 2.64 1.19  0.13
H: 3.26 1.19 0.76  0.06
H: -1.28 5.47 4.67  0.13
H: -3.48 5.56 5.84  0.12
H: -5.05 3.68 5.73  0.12
H: -4.48 1.62 4.45  0.12
S: -1.23 0.30 -0.95  0.80
C: -0.58 -1.23 -1.48  -0.60
N: -1.40 -2.18 -1.96  -0.08
C: -0.83 -3.48 -2.31  -0.08
C: 0.55 -3.31 -2.88  -0.08
N: 1.37 -2.52 -1.97  -0.08
C: 2.76 -2.97 -1.77  -0.10
C: 2.80 -4.15 -0.83  -0.21
C: 2.63 -3.96 0.54  -0.05
C: 2.62 -5.04 1.41  -0.07
C: 2.78 -6.33 0.91  -0.06
C: 2.97 -6.53 -0.44  -0.06
C: 2.99 -5.44 -1.31  -0.04
C: 0.81 -1.46 -1.38  -0.60
S: 1.79 -0.40 -0.42  0.80
C: -2.83 -1.99 -2.24  -0.11
C: -3.08 -1.93 -3.73  -0.23
C: -2.54 -0.89 -4.48  -0.04
C: -2.75 -0.84 -5.85  -0.06
C: -3.50 -1.83 -6.47  -0.06
C: -4.04 -2.87 -5.73  -0.06
C: -3.83 -2.92 -4.36  -0.04
H: -1.48 -3.95 -3.05  0.14
H: -0.80 -4.12 -1.42  0.14
H: 0.51 -2.81 -3.86  0.15
H: 1.02 -4.28 -3.01  0.13
H: 3.36 -2.15 -1.38  0.09
H: 3.16 -3.23 -2.75  0.14
H: 2.57 -2.95 0.94  0.09
H: 2.51 -4.87 2.47  0.11
H: 2.78 -7.17 1.59  0.11
H: 3.12 -7.53 -0.83  0.11
H: 3.15 -5.61 -2.37  0.12
H: -3.15 -1.08 -1.75  0.08
H: -3.37 -2.82 -1.79  0.13
H: -1.97 -0.11 -3.99  0.10
H: -2.34 -0.03 -6.43  0.11
H: -3.66 -1.79 -7.54  0.11
H: -4.62 -3.64 -6.21  0.11
H: -4.26 -3.73 -3.77  0.12
O: -1.12 2.57 0.44  -0.32
N: -0.91 3.44 -0.50  0.09
N: 0.17 3.24 -1.08  -0.15
O: 0.94 2.25 -0.70  -0.33
C: 0.69 4.18 -2.05  -0.16
C: -0.16 5.15 -2.57  0.00
C: 0.36 6.05 -3.48  -0.05
C: 1.69 5.98 -3.86  -0.05
C: 2.52 4.99 -3.34  -0.05
C: 2.02 4.08 -2.42  0.00
H: -1.20 5.20 -2.26  0.12
H: -0.28 6.82 -3.89  0.12
H: 2.09 6.68 -4.57  0.12
H: 3.55 4.93 -3.64  0.12
H: 2.64 3.30 -2.01  0.12
F: 1.40 0.15 2.29  -0.48
As: 1.75 -0.62 4.12  0.83
F: 3.35 -0.61 3.54  -0.19
F: 1.53 -2.15 3.35  -0.21
F: 2.05 -1.25 5.65  -0.15
F: 0.04 -0.51 4.26  -0.20
F: 1.88 1.03 4.55  -0.19

***

# 3
Computed, not measured: C42H35BBrF4MnN7O14 as an isolated structure at a distorted geometry, with ωB97M-V/def2-TZVPD.

## Properties
- Multiplicity: 6
- E_LUMO (spin up / spin down): -1.100 / -1.141 eV
- <S²>: 8.753
- E_HOMO (spin up / spin down): -7.999 / -8.048 eV
- Energy above the lowest of the compared OMol25 structures with the same formula, charge and spin: 82.2 kJ/mol

Each line ends with the Löwdin charge.
Atoms and positions in Å:
Mn: 0.26 -0.34 0.73  0.69
Br: -1.28 0.77 2.52  0.00
B: -0.17 0.59 -1.59  -1.41
F: 1.03 0.62 -2.12  0.24
F: -0.04 1.28 -0.38  0.03
F: -1.24 1.17 -2.33  0.13
F: -0.45 -0.67 -1.14  0.13
C: 6.71 -1.19 -2.05  -0.04
C: 6.02 -0.63 -0.96  -0.08
C: 4.69 -0.88 -0.78  0.02
C: 4.08 -1.95 -1.50  -0.09
C: 4.73 -2.47 -2.59  -0.02
C: 6.05 -2.17 -2.84  -0.06
N: 2.67 -2.34 -1.22  -0.27
O: 2.09 -1.68 -0.37  0.03
O: 2.10 -3.27 -1.82  0.09
H: 7.65 -0.70 -2.21  0.10
H: 6.52 0.12 -0.37  0.11
H: 4.21 -0.28 -0.02  0.10
H: 4.32 -3.33 -3.08  0.12
H: 6.56 -2.48 -3.74  0.11
C: -4.60 -2.73 -3.97  -0.05
C: -3.76 -1.76 -3.55  -0.10
C: -3.73 -1.50 -2.23  -0.02
C: -4.58 -2.16 -1.29  -0.13
C: -5.39 -3.22 -1.70  -0.03
C: -5.39 -3.56 -3.02  -0.05
N: -4.50 -1.69 0.10  -0.31
O: -5.57 -1.78 0.73  0.08
O: -3.41 -1.49 0.63  0.06
H: -4.46 -3.09 -4.97  0.10
H: -3.12 -1.30 -4.29  0.12
H: -3.08 -0.76 -1.79  0.10
H: -5.99 -3.90 -1.11  0.12
H: -6.03 -4.36 -3.36  0.10
C: 1.40 -1.85 7.26  -0.06
C: 2.70 -1.34 7.04  -0.05
C: 3.12 -1.15 5.72  0.03
C: 2.12 -1.36 4.69  -0.10
C: 0.87 -1.82 5.00  -0.03
C: 0.54 -2.16 6.25  -0.09
N: 2.54 -1.19 3.29  -0.28
O: 1.67 -1.08 2.41  -0.05
O: 3.73 -1.07 3.08  0.09
H: 0.97 -2.03 8.24  0.11
H: 3.38 -1.06 7.83  0.10
H: 4.11 -0.80 5.48  0.11
H: 0.00 -1.71 4.37  0.11
H: -0.45 -2.58 6.35  0.12
C: 1.76 6.43 0.24  -0.10
C: 1.07 5.35 0.84  -0.03
C: -0.17 4.97 0.18  0.01
C: -0.48 5.52 -1.04  -0.13
C: 0.36 6.48 -1.71  0.02
C: 1.40 7.02 -0.94  -0.09
N: -1.66 4.95 -1.75  -0.33
O: -2.44 4.27 -1.09  0.08
O: -1.91 5.38 -2.87  0.06
H: 2.67 6.81 0.68  0.10
H: 1.35 4.84 1.75  0.11
H: -0.75 4.27 0.76  0.12
H: 0.24 6.90 -2.70  0.11
H: 1.94 7.77 -1.50  0.11
C: -5.74 1.22 -1.60  -0.10
C: -4.50 1.56 -1.11  -0.07
C: -4.35 1.69 0.29  0.02
C: -5.48 1.55 1.12  -0.14
C: -6.73 1.23 0.57  -0.02
C: -6.80 0.95 -0.75  -0.09
N: -5.46 1.79 2.56  -0.31
O: -6.50 1.52 3.23  0.03
O: -4.37 2.12 3.00  0.04
H: -5.85 1.19 -2.67  0.11
H: -3.79 1.77 -1.89  0.10
H: -3.40 2.04 0.66  0.08
H: -7.62 1.11 1.16  0.12
H: -7.65 0.65 -1.35  0.11
C: 4.67 4.33 -1.80  -0.09
C: 3.40 4.05 -1.78  -0.11
C: 2.80 3.25 -0.84  0.03
C: 3.56 2.81 0.26  -0.12
C: 4.92 3.23 0.35  0.00
C: 5.43 3.99 -0.67  -0.06
N: 2.97 1.98 1.30  -0.27
O: 3.28 2.18 2.47  0.12
O: 2.19 1.08 0.93  -0.01
H: 5.13 4.92 -2.57  0.12
H: 2.86 4.39 -2.65  0.12
H: 1.75 3.01 -0.91  0.11
H: 5.43 2.82 1.21  0.12
H: 6.48 4.24 -0.77  0.11
C: -1.17 -6.51 -1.85  -0.04
C: -1.86 -5.32 -1.79  -0.08
C: -1.53 -4.36 -0.88  0.02
C: -0.51 -4.61 0.06  -0.09
C: 0.16 -5.89 0.11  0.01
C: -0.20 -6.82 -0.83  -0.06
N: -0.01 -3.57 0.96  -0.29
O: 0.92 -3.92 1.62  0.12
O: -0.45 -2.41 0.92  -0.03
H: -1.43 -7.22 -2.62  0.10
H: -2.61 -5.21 -2.56  0.11
H: -2.01 -3.40 -0.86  0.10
H: 0.83 -6.28 0.85  0.12
H: 0.28 -7.76 -1.07  0.10

***

# 4
Computed, not measured: C42H35ErFN6O6S5 as an isolated structure at a distorted geometry, with ωB97M-V/def2-TZVPD.

## Properties
- Multiplicity: 4
- E_LUMO (spin up / spin down): 1.765 / 1.763 eV
- <S²>: 3.753
- Total charge: -1
- E_HOMO (spin up / spin down): -4.719 / -4.721 eV

Each line ends with the Löwdin charge.
Atoms and positions in Å:
Er: 0.21 0.26 -0.90  1.33
O: 0.57 -3.19 -3.27  0.05
C: 0.34 -2.03 -2.94  -0.63
O: -0.19 -1.65 -1.86  -0.23
C: 0.59 -0.92 -3.96  -0.19
C: 0.66 -1.30 -5.31  0.03
C: 0.69 -0.34 -6.28  0.01
C: 0.64 1.02 -5.89  -0.15
C: 0.54 2.08 -6.82  -0.04
C: 0.40 3.37 -6.39  -0.09
C: 0.39 3.66 -5.01  -0.07
C: 0.52 2.65 -4.09  0.01
C: 0.61 1.31 -4.50  -0.19
N: 0.59 0.34 -3.56  0.09
H: 0.68 -2.36 -5.52  0.12
H: 0.72 -0.60 -7.33  0.12
H: 0.54 1.84 -7.87  0.11
H: 0.28 4.17 -7.10  0.10
H: 0.26 4.68 -4.69  0.11
H: 0.50 2.85 -3.02  0.09
C: -1.27 -0.56 5.43  -0.04
C: -2.42 -0.42 4.48  -0.22
C: -3.68 -0.09 4.96  -0.05
C: -4.77 0.01 4.11  -0.09
C: -4.61 -0.25 2.76  -0.07
C: -3.35 -0.56 2.26  0.00
C: -2.25 -0.61 3.10  -0.20
N: -0.94 -0.84 2.58  0.15
C: -0.12 0.18 2.18  -0.42
N: -0.53 1.44 2.48  0.17
C: -0.22 2.60 1.69  -0.22
C: 0.18 2.47 0.34  -0.14
C: 0.47 3.71 -0.25  -0.15
C: 0.35 4.94 0.40  -0.11
C: -0.13 4.99 1.69  -0.08
C: -0.43 3.81 2.36  -0.23
C: -0.97 3.86 3.76  -0.05
N: 1.03 -0.08 1.61  -0.01
C: 2.23 0.55 1.94  -0.24
C: 2.98 1.31 1.04  -0.09
C: 4.25 1.77 1.35  -0.10
C: 4.81 1.47 2.58  -0.10
C: 4.08 0.73 3.49  -0.06
C: 2.81 0.27 3.20  -0.21
C: 2.08 -0.57 4.20  -0.04
H: -1.62 -0.84 6.42  0.08
H: -0.73 0.39 5.52  0.08
H: -0.58 -1.32 5.06  0.07
H: -3.81 0.07 6.02  0.11
H: -5.74 0.28 4.50  0.10
H: -5.46 -0.20 2.09  0.10
H: -3.19 -0.77 1.22  0.08
H: -0.79 -1.71 2.09  0.09
H: -1.42 1.49 2.96  0.12
H: 0.84 3.74 -1.27  0.06
H: 0.62 5.85 -0.11  0.09
H: -0.26 5.94 2.20  0.10
H: -1.08 4.89 4.09  0.07
H: -0.32 3.33 4.45  0.08
H: -1.96 3.39 3.81  0.07
H: 2.58 1.53 0.05  0.05
H: 4.80 2.34 0.62  0.11
H: 5.81 1.81 2.83  0.10
H: 4.51 0.49 4.45  0.11
H: 2.76 -0.89 4.99  0.08
H: 1.64 -1.44 3.72  0.06
H: 1.28 0.02 4.65  0.06
C: 1.07 -4.25 -0.20  -0.31
S: 1.06 -2.62 0.63  0.87
C: 2.78 -2.28 0.62  -0.96
C: 3.44 -1.50 -0.26  -1.11
S: 2.82 -0.65 -1.60  0.60
S: 5.19 -1.41 0.00  0.90
C: 5.27 -2.45 1.40  -1.50
S: 6.68 -2.85 2.15  0.48
S: 3.72 -3.01 1.92  0.90
H: 0.18 -4.77 0.15  0.02
H: 1.96 -4.80 0.10  0.03
H: 1.04 -4.13 -1.28  0.02
F: -2.29 -3.59 -5.55  0.07
C: -2.29 -3.43 -4.21  -0.18
C: -2.82 -2.31 -3.69  0.04
N: -2.93 -2.12 -2.35  0.00
C: -3.45 -0.89 -1.79  -0.01
C: -2.26 0.02 -1.39  -0.65
O: -1.80 0.79 -2.24  -0.01
O: -1.82 -0.09 -0.23  -0.11
C: -2.37 -3.03 -1.45  -0.48
O: -2.43 -2.88 -0.25  0.09
N: -1.89 -4.17 -2.03  0.23
C: -1.76 -4.50 -3.38  -0.42
O: -1.35 -5.58 -3.73  0.11
H: -3.20 -1.51 -4.32  0.15
H: -4.04 -1.14 -0.90  0.13
H: -4.07 -0.39 -2.54  0.13
H: -1.47 -4.83 -1.38  0.16